1 | Molecular formula: H3N3O2S
Method: DFT, ωB97M-V with the def2-TZVPD basis set

Geometry as XYZ:
```
9
Properties=species:S:1:pos:R:3
N 1.8245 -0.0587 -0.2128
N -0.4693 -0.4360 -0.6184
N -0.9247 0.7076 0.0517
O -0.2078 1.6693 0.0300
O -2.0223 0.7261 0.6195
S -1.0851 -1.8196 -0.0640
H 1.8352 0.9142 0.1742
H 1.8536 0.1372 -1.2259
H -0.8041 -1.8400 1.2457
```

Properties
Total charge ... 0
LUMO (alpha / beta) ... -2.5 / -0.7 eV
2S+1 ... 1

2 | Molecular formula: H3N3O2S
Method: DFT, ωB97M-V with the def2-TZVPD basis set

Geometry as XYZ:
```
9
Properties=species:S:1:pos:R:3
N -1.0339 1.0083 -0.0267
N -0.6095 -0.1490 0.4854
N 1.4152 0.0332 0.0417
O 1.5494 1.0354 -0.6256
O 2.0656 -0.9059 0.1949
S -1.1450 -1.5241 -0.3640
H -0.7838 1.7937 0.7006
H -0.8678 0.9832 -1.0132
H -0.5902 -2.2750 0.6070
```

Properties
Total charge ... 0
LUMO (alpha / beta) ... -0.3 / -0.5 eV
2S+1 ... 1

3 | Molecular formula: H3N3O2S
Method: DFT, ωB97M-V with the def2-TZVPD basis set

Geometry as XYZ:
```
9
Properties=species:S:1:pos:R:3
N -0.7754 -0.4929 0.2249
N -0.1532 0.6477 0.1507
N -0.3622 1.3434 -0.9995
O -1.3488 1.0755 -1.6322
O 0.3985 2.2226 -1.1849
S 2.1486 0.2899 0.1253
H -1.2330 -0.9913 -0.6282
H -1.0557 -0.9927 1.0751
H 1.7752 -0.8660 -0.4765
```

Properties
Total charge ... 0
LUMO (alpha / beta) ... -1.7 / -1.5 eV
2S+1 ... 1

What should be chosen as the most stable of them? Choose 2.

1 | Molecular formula: C2H7N4
Method: DFT, ωB97M-V with the def2-TZVPD basis set

Geometry as XYZ:
```
13
Properties=species:S:1:pos:R:3
C -2.2609 0.1826 0.5777
C -1.6968 0.7698 -0.4176
N -1.5078 -0.6603 -0.3153
N 1.0554 -0.9212 -0.0555
N 1.3586 0.2508 -0.2475
N 2.5474 0.7095 0.0344
H -2.8125 0.1523 1.4903
H -1.5763 1.5150 -1.1155
H -0.4036 -0.9644 -0.0243
H 1.5562 -1.7010 0.2825
H -2.1738 -1.1470 -0.8786
H 3.1598 0.1217 0.5176
H 2.7545 1.6924 0.1518
```

Properties
Total charge ... +1
LUMO ... -3.3 eV
2S+1 ... 1

2 | Molecular formula: C2H7N4
Method: DFT, ωB97M-V with the def2-TZVPD basis set

Geometry as XYZ:
```
13
Properties=species:S:1:pos:R:3
N -1.1219 -1.0539 1.0563
C -0.0781 -1.4176 0.1434
N -0.4050 -0.6630 -1.0978
N -0.1753 0.6007 -1.1797
C 0.4538 1.4135 -0.5825
N 1.0776 2.4735 -0.2250
H -0.5777 -0.7231 1.9482
H -1.6178 -1.9078 1.2933
H 0.8421 -0.9256 0.3208
H 0.1649 -2.4711 -0.1070
H -1.1779 -0.9645 -1.5893
H 2.0126 2.5921 -0.4500
H 0.6028 3.0467 0.4691
```

Properties
SMILES string ... NCNN=C=[NH2+]
Total charge ... +1
LUMO ... -4.0 eV
2S+1 ... 1

What should be chosen as the most stable of them? Choose 2.

1 | Molecular formula: C2H3NS2
Method: DFT, ωB97M-V with the def2-TZVPD basis set

Geometry as XYZ:
```
8
Properties=species:S:1:pos:R:3
C 0.6680 1.0261 0.1129
N -0.3604 0.7004 0.8024
C -1.5030 -0.0562 0.3428
S -2.6476 0.6968 -0.5028
S -1.2228 -1.8222 0.5558
H 1.6569 1.5081 0.3984
H 0.6498 0.6160 -0.9569
H -2.4635 -1.9375 -0.1177
```

Properties
SMILES string ... C=NC(=S)S
Total charge ... 0
LUMO ... -0.1 eV
2S+1 ... 1

2 | Molecular formula: C2H3NS2
Method: DFT, ωB97M-V with the def2-TZVPD basis set

Geometry as XYZ:
```
8
Properties=species:S:1:pos:R:3
C 0.2939 1.6275 -2.5421
N -0.3238 0.9099 -1.6747
S 0.4054 0.6106 -0.1950
C -0.4750 -0.8553 0.5599
S -0.1624 -1.4821 2.0248
H 1.1364 2.2354 -2.1293
H -0.2135 1.8688 -3.5802
H -1.4582 -1.1630 0.0493
```

Properties
SMILES string ... C=NSC=S
Total charge ... 0
LUMO ... -0.5 eV
2S+1 ... 1

3 | Molecular formula: C2H3NS2
Method: DFT, ωB97M-V with the def2-TZVPD basis set

Geometry as XYZ:
```
8
Properties=species:S:1:pos:R:3
C 0.6560 -0.2844 -0.8339
C -1.0992 -0.0786 0.3517
N 0.3336 0.0519 0.4171
S 3.2763 0.9212 -1.2364
S -0.9192 -0.6894 -1.3382
H -1.5475 -0.9220 1.0035
H -1.7525 0.7650 0.4574
H 1.0524 0.2363 1.1787
```

Properties
Total charge ... 0
LUMO (alpha / beta) ... -1.5 / -1.5 eV
2S+1 ... 1

What should be chosen as the most stable of them? Choose 1.

1 | Molecular formula: C4H10NO2
Method: DFT, ωB97M-V with the def2-TZVPD basis set

Geometry as XYZ:
```
17
Properties=species:S:1:pos:R:3
C 0.3391 -0.1786 -0.5989
C -1.2157 0.7446 0.1533
C 2.6701 0.0500 0.4012
C -3.0275 -0.7237 0.1041
N 1.6449 0.6188 -0.5084
O -0.2668 -0.1627 0.6732
O -2.4363 0.5373 -0.1600
H 0.3514 -1.0874 -1.0918
H -0.8149 1.6912 0.1441
H 2.4475 0.1392 1.4030
H 2.9111 -1.0348 0.2606
H 3.5698 0.6726 0.2650
H -4.2068 -0.6472 0.2252
H -2.4842 -1.3040 1.0188
H -2.6852 -1.3735 -0.6817
H 1.9458 0.5603 -1.5105
H 1.2578 1.4977 -0.0973
```

Properties
Total charge ... +1
LUMO ... -3.2 eV
2S+1 ... 1

2 | Molecular formula: C4H10NO2
Method: DFT, ωB97M-V with the def2-TZVPD basis set

Geometry as XYZ:
```
17
Properties=species:S:1:pos:R:3
C -1.4262 -0.4387 -1.1499
C -0.7635 0.5917 -0.2364
C 0.8748 0.2917 1.5258
C 1.2518 -0.6725 -0.7406
N 0.6240 0.4644 0.0547
O -1.4034 -1.2813 -0.1155
O -1.3720 1.2277 0.6455
H -2.3289 -0.1484 -1.5331
H -0.7889 -0.7961 -1.9218
H 1.9300 0.2616 1.9281
H 0.1841 1.0541 1.9217
H 0.2088 -0.4777 2.0505
H 2.2510 -0.7374 -0.3586
H 0.7608 -1.5722 -0.4907
H 1.2619 -0.5694 -1.8262
H 1.0353 1.4018 -0.2489
H -2.2997 1.4007 0.4954
```

Properties
Total charge ... +1
LUMO ... -4.4 eV
2S+1 ... 1

3 | Molecular formula: C4H10NO2
Method: DFT, ωB97M-V with the def2-TZVPD basis set

Geometry as XYZ:
```
17
Properties=species:S:1:pos:R:3
O -1.7110 1.7963 -0.0248
C -1.0901 2.4304 -0.8153
O -0.2216 1.8394 -1.6623
H -1.2368 3.4946 -1.0402
H 0.5072 2.4290 -1.8827
C 1.8458 -0.5661 0.6719
C 0.7624 -1.5350 0.2643
C -1.6308 -1.1669 0.6044
N -0.5181 -0.8194 0.0987
H 1.9115 0.2527 -0.0448
H 1.6633 -0.1694 1.6699
H 2.8145 -1.0622 0.6817
H 0.9856 -2.0025 -0.6964
H 0.5500 -2.3193 0.9900
H -2.4966 -0.5299 0.4901
H -1.5854 -2.0151 1.2770
H -0.5500 -0.0566 -0.5815
```

Properties
Total charge ... +1
LUMO ... -4.5 eV
2S+1 ... 1

4 | Molecular formula: C4H10NO2
Method: DFT, ωB97M-V with the def2-TZVPD basis set

Geometry as XYZ:
```
17
Properties=species:S:1:pos:R:3
N 0.4122 -0.8309 -1.5456
C 0.0157 -1.3580 -0.1658
C 0.7126 -0.6063 0.9549
C 0.4965 0.9656 0.8879
C -0.7861 1.3653 0.2351
O -0.9924 1.1910 -0.9557
O -1.7120 1.9573 0.9341
H -0.2208 -1.3085 -2.2078
H 1.3630 -1.1334 -1.7507
H -0.0278 0.1845 -1.4903
H -1.0443 -1.1709 -0.1080
H 0.1692 -2.4296 -0.1596
H 0.3094 -0.9308 1.9116
H 1.7719 -0.8556 0.9475
H 0.5517 1.3351 1.9128
H 1.3344 1.3967 0.3318
H -2.3532 2.2285 0.2679
```

Properties
SMILES string ... [NH3+]CCCC(=O)O
Total charge ... +1
LUMO ... -3.2 eV
2S+1 ... 1

What should be chosen as the most stable of them? Choose 4.